# C28H42BrCdN3P2

A structure of composition C28H42BrCdN3P2 at a distorted geometry (ωB97M-V with the def2-TZVPD basis set, the OMol25 dataset).

ORCA input file:
```
! RIJCOSX wB97M-V def2-TZVPD def2/J DEFGRID3
* xyz 2 1
Cd -1.60 -0.36 1.84
Br -3.83 -1.21 2.56
P 1.24 -0.34 0.48
P -1.94 -1.92 -1.05
N 4.10 4.20 -2.40
N -0.39 -0.89 3.65
N -0.40 -2.24 3.84
C 4.04 4.70 -1.17
C 2.38 0.79 1.42
C -0.77 -2.69 -2.24
C -1.21 -3.96 -2.95
C -0.08 -2.55 5.11
C -2.78 3.07 0.34
C 2.93 0.57 -1.77
C -0.20 -0.32 4.86
C -3.39 -0.99 -3.33
C -2.66 1.55 2.09
C -4.47 -3.38 -1.28
C -3.12 -3.28 -0.55
C 2.99 3.93 -3.08
C -0.68 4.33 0.05
C -1.14 3.20 2.21
C 1.55 0.13 -1.30
C 0.39 4.60 -0.50
C 3.88 0.50 1.51
C -1.55 3.54 0.88
C 0.04 -1.33 5.80
C 2.81 5.01 -0.57
C -3.01 -0.68 -1.90
C 2.07 -2.00 0.66
C -3.40 1.98 0.99
C -1.96 2.36 2.99
C 1.63 4.63 -1.22
C 3.30 -2.37 -0.17
C 1.72 4.21 -2.56
H 2.31 -2.09 1.73
H -0.48 -1.91 -2.96
H 0.05 -3.59 5.41
H 0.81 4.15 -3.19
H -2.45 0.28 -1.82
H -3.28 -3.08 0.53
H 4.17 -1.73 0.05
H -3.90 -0.54 -1.27
H -0.66 -2.87 3.06
H 3.11 -2.38 -1.25
H 4.34 1.27 2.15
H 0.83 0.94 -1.49
H 1.26 -2.73 0.47
H -4.28 1.50 0.57
H -2.12 -3.82 -3.54
H 1.21 -0.73 -1.91
H -2.56 -4.22 -0.64
H 0.24 -1.19 6.85
H -3.94 -0.14 -3.75
H 4.38 0.56 0.53
H -0.13 3.50 2.57
H -4.35 -3.73 -2.32
H 0.13 -2.89 -1.62
H 4.97 4.89 -0.63
H 2.88 0.81 -2.84
H -0.41 -4.26 -3.64
H -3.19 3.50 -0.59
H -2.52 -1.17 -3.98
H -5.07 -4.13 -0.74
H 3.60 -3.39 0.10
H -1.35 -4.79 -2.24
H -4.06 -1.86 -3.39
H 4.09 -0.47 1.97
H 3.70 -0.21 -1.66
H -0.25 0.77 4.97
H -5.02 -2.42 -1.26
H 3.07 3.51 -4.09
H -1.87 2.21 4.08
H 1.96 0.80 2.44
H 3.27 1.48 -1.27
H 2.77 5.60 0.37
H 2.21 1.80 1.01
*
```

Summary:
- E_LUMO (spin up / spin down): -9.207 / -9.208 eV
- Gap between HOMO and LUMO (spin up / spin down): 4.01 / 4.01 eV
- Energy above the lowest of the compared OMol25 structures with the same formula, charge and spin: 5.361 eV